Below is a structure of composition C27H48CoN6SSi, with properties calculated with the ωB97M-V functional and the def2-TZVPD basis.

Positions of all 84 atoms, in Å:
Co (-0.34864, 0.17138, 0.02365)
C (-1.46487, -1.04137, -3.29186)
C (-0.07999, -0.38242, -3.44234)
N (0.90080, -0.66662, -2.37966)
C (1.92205, -1.67110, -2.68871)
C (1.57910, -3.07556, -2.20020)
N (1.00151, -3.03695, -0.87038)
C (1.60948, -3.87639, 0.13567)
C (0.81991, -3.80707, 1.43266)
C (0.76028, -2.43192, 2.09611)
N (-0.19775, -1.44616, 1.54981)
C (-1.61358, -1.83405, 1.63281)
C (-2.14570, -2.20559, 0.26216)
N (-1.83831, -1.17442, -0.75839)
C (-1.69980, -1.88414, -2.05575)
H (-1.63049, -1.71489, -4.13687)
H (-2.23890, -0.27372, -3.36975)
H (-0.22008, 0.69505, -3.45243)
H (0.34776, -0.65341, -4.41506)
H (1.38088, 0.20651, -2.21031)
H (2.84436, -1.35976, -2.19103)
H (2.13832, -1.70595, -3.76474)
H (2.50668, -3.66082, -2.21295)
H (0.89495, -3.56968, -2.90318)
H (0.92496, -2.07938, -0.54765)
H (2.66172, -3.60695, 0.33759)
H (1.61807, -4.90859, -0.22564)
H (1.28518, -4.48687, 2.15103)
H (-0.19154, -4.18672, 1.26493)
H (1.74976, -1.96459, 2.06865)
H (0.51382, -2.58669, 3.15376)
H (-0.11450, -0.62677, 2.15781)
H (-2.16428, -0.98069, 2.03703)
H (-1.76157, -2.67403, 2.32169)
H (-3.22120, -2.40948, 0.30357)
H (-1.65156, -3.12107, -0.06390)
H (-2.63358, -0.55132, -0.84971)
H (-2.62018, -2.46259, -2.21239)
H (-0.89367, -2.60140, -1.92881)
C (0.11948, 4.56773, 3.90620)
Si (1.34873, 3.21443, 4.29509)
C (2.87149, 4.03683, 5.02859)
C (0.63082, 1.99895, 5.52608)
C (1.91908, 2.25870, 2.76986)
C (3.26790, 2.13847, 2.47473)
C (3.71047, 1.41807, 1.36443)
C (2.75735, 0.85363, 0.54878)
N (1.44907, 0.94578, 0.79650)
C (1.01918, 1.60102, 1.89941)
S (-0.69301, 1.50293, 2.14296)
H (0.03050, 5.21633, 4.78237)
H (-0.86291, 4.16830, 3.66170)
H (0.44865, 5.18177, 3.06531)
H (2.57113, 4.64991, 5.88166)
H (3.34907, 4.69733, 4.30084)
H (3.62048, 3.32778, 5.38695)
H (0.30979, 2.50142, 6.44163)
H (1.36423, 1.23639, 5.79812)
H (-0.23541, 1.49924, 5.08918)
H (4.00267, 2.61641, 3.11268)
H (4.76147, 1.31760, 1.13351)
H (3.03383, 0.30758, -0.34740)
C (-5.54102, 1.71401, 0.63037)
N (-4.59283, 1.91158, -0.44580)
C (-4.83015, 0.97014, -1.51678)
C (-3.22622, 1.84230, 0.05467)
C (-2.16141, 2.30670, -0.92341)
C (-2.47832, 3.42345, -1.69865)
C (-1.51475, 4.08939, -2.43833)
C (-0.19767, 3.66543, -2.34877)
C (0.10684, 2.54285, -1.59246)
C (-0.85520, 1.77553, -0.91816)
H (-6.55944, 1.81042, 0.25183)
H (-5.38750, 2.46606, 1.40435)
H (-5.44364, 0.71666, 1.09725)
H (-5.83359, 1.10754, -1.92184)
H (-4.75374, -0.08330, -1.17844)
H (-4.11099, 1.13333, -2.31913)
H (-2.99885, 0.84270, 0.46136)
H (-3.16378, 2.50315, 0.92519)
H (-3.50000, 3.78512, -1.68807)
H (-1.78106, 4.95373, -3.03367)
H (0.59078, 4.20736, -2.85831)
H (1.15665, 2.26559, -1.51569)

Atoms 1-6, force components in eV/Å:
0.2837 -0.5545 0.1085
-0.0133 0.0197 0.0203
0.0427 0.0082 0.0935
0.0018 0.1759 -0.1187
0.0217 0.0515 -0.0230
0.0253 0.0400 -0.0148

Output
Orbital gap (alpha / beta) = 7.81 / 7.92 eV
Spin multiplicity = 2
Highest occupied orbital energy (alpha / beta) = -7.2 / -7.3 eV
Calculated total energy = -3456.60926 Ha